Record 1
C29H25N5O3SV as an isolated structure, computed with ωB97M-V/def2-TZVPD.

XYZ file:
```
64
C29H25N5O3SV | the OMol25 dataset | ωB97M-V/def2-TZVPD
V 0.071 -0.586 0.965
C -0.608 -2.501 2.035
C 0.695 -2.197 2.495
C 1.574 -2.261 1.386
C 0.820 -2.626 0.247
C -0.529 -2.753 0.643
H -1.509 -2.499 2.628
H 0.968 -1.920 3.501
H 2.635 -2.069 1.408
H 1.193 -2.748 -0.758
H -1.354 -2.999 -0.007
N 0.297 0.118 -0.557
C 0.545 0.119 -1.906
C -0.497 0.289 -2.832
C -0.244 0.280 -4.195
C 1.046 0.100 -4.680
C 2.088 -0.065 -3.776
C 1.846 -0.051 -2.411
H -1.502 0.423 -2.453
H -1.067 0.403 -4.890
H 1.237 0.067 -5.745
H 3.095 -0.226 -4.140
H 2.654 -0.179 -1.701
N 0.535 -3.218 -3.677
C 1.533 -3.711 -4.540
C 1.188 -4.466 -5.662
C 2.167 -4.984 -6.494
C 3.513 -4.765 -6.229
C 3.860 -4.024 -5.110
C 2.883 -3.502 -4.271
S 4.756 -5.420 -7.345
O 4.419 -6.833 -7.475
O 6.025 -5.165 -6.674
O 4.570 -4.663 -8.578
H -0.350 -3.100 -4.148
H 0.783 -2.341 -3.235
H 0.140 -4.645 -5.881
H 1.893 -5.570 -7.362
H 4.911 -3.865 -4.907
H 3.164 -2.923 -3.397
N -2.525 4.973 4.453
C -3.060 5.655 5.523
C -3.454 6.967 5.698
C -3.964 7.326 6.948
C -4.063 6.384 7.970
C -3.662 5.063 7.786
C -3.151 4.683 6.547
N -2.696 3.468 6.111
C -2.320 3.649 4.840
C -1.786 2.683 3.967
C -1.409 2.934 2.613
C -0.900 1.974 1.810
N -0.678 0.635 2.213
C -1.070 0.397 3.551
C -1.583 1.335 4.378
H -2.326 5.347 3.546
H -3.374 7.695 4.898
H -4.283 8.346 7.122
H -4.462 6.688 8.931
H -3.742 4.335 8.584
H -1.523 3.918 2.169
H -0.625 2.183 0.787
H -0.934 -0.616 3.898
H -1.852 1.053 5.388
```

Frontier orbital gap (spin up / spin down)   4.975 / 4.921 eV
<S²>   0.79
Highest occupied orbital energy (spin up / spin down)   -0.0364 / -0.0348 Eh
E   -2961.88443 hartree
Charge   -2
Multiplicity   2
ΔE to the lowest compared entry with this formula, charge and spin   0.3 kJ/mol
Maximum force   0.14 eV/Å



Record 2
C29H25N6O2SSeZr as an isolated structure, computed with ωB97M-V/def2-TZVPD.

XYZ file:
```
65
C29H25N6O2SSeZr | the OMol25 dataset | ωB97M-V/def2-TZVPD
Zr 0.121 0.128 -0.480
C 2.963 1.818 -0.833
O 2.171 0.874 -0.058
C 2.604 0.606 1.267
C 3.924 0.717 1.646
C 4.253 0.439 2.967
C 3.271 0.053 3.867
C 1.950 -0.056 3.467
C 1.600 0.234 2.154
N 0.258 0.152 1.648
N -0.639 0.059 2.583
C -1.932 -0.097 2.365
C -2.517 -0.320 1.076
O -1.710 -0.369 0.013
C -3.874 -0.521 0.923
C -4.685 -0.504 2.046
C -4.190 -0.300 3.346
C -5.068 -0.297 4.454
C -4.578 -0.091 5.716
C -3.204 0.121 5.897
C -2.326 0.127 4.830
C -2.800 -0.092 3.539
H 3.887 1.342 -1.151
H 3.162 2.696 -0.222
H 2.363 2.090 -1.698
H 4.692 1.015 0.948
H 5.282 0.523 3.286
H 3.537 -0.166 4.892
H 1.186 -0.363 4.166
H -4.282 -0.704 -0.061
H -5.751 -0.659 1.920
H -6.125 -0.457 4.286
H -5.240 -0.087 6.570
H -2.822 0.288 6.895
H -1.275 0.309 5.000
C -2.227 4.124 -5.004
C -1.540 3.089 -4.193
C -1.037 1.907 -4.692
C -0.444 0.995 -3.824
N -0.339 1.268 -2.507
C -0.828 2.430 -2.006
S -0.667 2.722 -0.352
N -1.422 3.302 -2.856
C 0.119 -0.292 -4.316
H -1.909 4.070 -6.043
H -2.037 5.126 -4.620
H -3.306 3.946 -4.974
H -1.110 1.692 -5.748
H -1.785 4.164 -2.458
H -0.532 -0.739 -5.066
H 0.272 -1.007 -3.506
H 1.082 -0.103 -4.799
Se -0.260 -3.210 0.176
N 0.786 -1.983 -0.726
C 1.825 -2.650 -1.250
C 2.879 -2.097 -2.013
C 3.855 -2.936 -2.464
C 3.852 -4.343 -2.199
C 2.864 -4.913 -1.473
C 1.820 -4.072 -0.974
N 0.812 -4.513 -0.250
H 2.911 -1.036 -2.231
H 4.671 -2.531 -3.050
H 4.660 -4.944 -2.593
H 2.829 -5.971 -1.252
```

Frontier orbital gap   5.627 eV
Highest occupied orbital energy   -0.5749 Eh
E   -4444.99302 hartree
Charge   +3
Maximum force   0.71 eV/Å



Record 3
C29H26AsBCrF4N4S2 as an isolated structure at a distorted geometry, computed with ωB97M-V/def2-TZVPD.

XYZ file:
```
68
C29H26AsBCrF4N4S2 | the OMol25 dataset | ωB97M-V/def2-TZVPD
Cr -1.010 0.566 -1.135
S -1.942 2.621 -0.345
C -0.739 3.376 0.710
C -0.764 4.760 0.914
C 0.148 5.366 1.764
C 1.106 4.612 2.435
C 1.143 3.241 2.240
C 0.229 2.630 1.388
As 0.208 0.737 1.022
C -0.587 0.033 2.635
C -0.460 -1.311 2.974
C -1.153 -1.819 4.062
C -1.986 -0.992 4.805
C -2.118 0.346 4.462
C -1.426 0.857 3.373
C 2.101 0.327 1.188
C 2.687 -0.253 2.304
C 4.059 -0.482 2.332
C 4.851 -0.128 1.250
C 4.271 0.467 0.135
C 2.903 0.688 0.104
H -1.506 5.351 0.390
H 0.115 6.441 1.906
H 1.816 5.088 3.100
H 1.884 2.641 2.755
H 0.157 -1.967 2.377
H -1.058 -2.867 4.319
H -2.545 -1.396 5.640
H -2.767 0.993 5.039
H -1.541 1.897 3.096
H 2.081 -0.518 3.159
H 4.510 -0.934 3.208
H 5.919 -0.306 1.277
H 4.889 0.762 -0.706
H 2.452 1.159 -0.762
N 0.411 -0.581 -1.870
C 1.247 -1.357 -1.892
C 2.231 -2.397 -1.809
C 1.910 -3.524 -1.055
C 2.842 -4.542 -0.942
C 4.074 -4.431 -1.572
C 4.388 -3.298 -2.314
C 3.466 -2.274 -2.436
H 0.942 -3.577 -0.568
H 2.603 -5.421 -0.359
H 4.798 -5.232 -1.485
H 5.353 -3.212 -2.794
H 3.698 -1.383 -3.006
C -5.248 1.267 -1.539
C -4.623 -0.018 -2.093
C -3.526 0.266 -3.066
N -2.334 0.656 -2.772
N -1.504 0.865 -3.866
C -2.114 0.624 -4.976
N -1.548 0.800 -6.207
S -3.762 0.125 -4.771
H -5.976 1.013 -0.768
H -5.760 1.830 -2.323
H -4.490 1.906 -1.091
H -5.382 -0.617 -2.596
H -4.209 -0.616 -1.284
H -0.557 0.971 -6.212
H -1.910 0.270 -6.979
F -0.836 -2.204 0.233
B -2.205 -2.049 -0.141
F -2.267 -2.057 -1.559
F -2.992 -3.038 0.410
F -2.646 -0.749 0.290
```

Frontier orbital gap (spin up / spin down)   6.981 / 7.050 eV
<S²>   6.03
Highest occupied orbital energy (spin up / spin down)   -0.2584 / -0.2691 Eh
E   -5840.94464 hartree
Charge   0
Multiplicity   5
Maximum force   1.91 eV/Å



> Which value of charge does entry 2 give?

+3



> Which value of E does entry 2 give?

-4444.99302 hartree



> What is the formula in the first record?

C29H25N5O3SV